{"formula": "C19H31F8N5O2", "method": "ωB97M-V/def2-TZVPD", "s2": 0.75, "total_charge": 1, "homo_energy_ev": [-10.1, -11.3], "multiplicity": 2, "elements": ["F", "C", "C", "H", "H", "H", "H", "H", "C", "H", "C", "H", "C", "C", "C", "F", "H", "H", "C", "H", "F", "N", "H", "H", "H", "H", "N", "F", "N", "H", "F", "C", "O", "C", "C", "C", "H", "C", "C", "F", "H", "N", "C", "H", "C", "O", "H", "H", "H", "C", "H", "C", "H", "H", "F", "N", "H", "C", "H", "H", "H", "H", "F", "H", "H"], "coordinates": [[-4.27815, -1.25183, 1.53772], [4.56135, 0.45384, -3.15176], [0.77584, 0.57027, 1.87642], [4.32080, -0.39888, -5.17786], [0.81797, 2.35841, 0.87944], [6.53034, 1.26105, -2.96758], [-5.36799, -2.19748, 3.92918], [-4.34767, 3.32879, 1.89467], [-1.27791, 0.87879, 3.39463], [4.10420, -2.92452, -2.42483], [4.66676, 0.50568, -4.68512], [0.71869, -0.73378, -4.49846], [-5.55450, -1.15141, 1.99693], [3.83250, -1.98742, -2.91342], [5.53255, 1.48241, -2.58974], [-6.39722, -1.21036, 0.96852], [0.61233, 1.39013, -2.45763], [-2.21002, -1.84566, 2.93264], [4.90963, -0.94084, -2.62693], [2.38370, -0.75569, -5.02102], [-6.50392, 2.23884, 1.81306], [-0.27890, 0.14616, 2.60252], [-0.00999, -0.26049, -2.35995], [4.11011, 1.35267, -5.08591], [-2.10323, 0.19741, 3.57332], [5.25965, 2.48962, -2.90586], [1.42927, -0.47105, 1.37456], [-5.26936, -3.44503, 2.37953], [-0.25618, -1.20994, 2.55581], [5.86152, -1.24383, -3.06756], [-5.14499, 1.08444, 0.57993], [-5.81540, -2.34173, 2.94641], [-3.03307, 1.71910, 1.96781], [0.78491, -1.53130, 1.79862], [-5.69572, 0.20751, 2.71322], [-5.39420, 1.48743, 1.84078], [1.55272, 0.78665, -4.81864], [2.06318, -0.14592, -2.92271], [0.85701, 0.37034, -2.15679], [-7.13239, -2.52075, 3.07235], [1.04396, 0.36089, -1.08611], [3.18607, 0.81242, -2.67673], [-1.87562, 2.09750, 2.69049], [5.71088, 0.63234, -4.96747], [2.47008, -1.52482, -2.39870], [3.17088, 1.29946, -1.49261], [5.56580, 1.46186, -1.50381], [2.50138, -1.48537, -1.30380], [-2.09384, 2.85314, 3.44668], [1.67279, -0.21497, -4.40548], [1.89262, 2.26492, 2.22362], [-1.19931, -2.09187, 3.22840], [-0.83672, 1.12487, 4.35922], [-1.17319, 2.53556, 1.99041], [-4.83186, 0.16875, 3.77854], [1.11697, 1.88550, 1.71332], [1.69191, -2.24128, -2.67408], [-4.24160, 2.34254, 2.35041], [-4.30584, 2.43906, 3.43302], [3.78263, -2.20897, -3.98200], [-0.94798, -3.10399, 2.93432], [5.06490, -0.87922, -1.54523], [-6.93220, 0.27582, 3.20853], [-1.09703, -1.99369, 4.30704], [1.05011, -2.55208, 1.57575]], "forces_ev_per_a": [[0.084, -0.028, 0.111], [0.194, 0.191, -0.472], [0.352, 0.028, -0.147], [-0.034, -0.007, 0.019], [0.323, -0.026, -0.228], [0.012, -0.010, -0.037], [0.015, 0.024, 0.057], [-0.007, 0.034, -0.076], [-0.078, 0.093, 0.085], [0.003, -0.023, -0.021], [-0.109, 0.013, 0.013], [-0.025, 0.007, 0.064], [0.155, 0.116, 0.031], [-0.009, 0.095, -0.017], [0.099, 0.048, 0.114], [-0.100, -0.044, -0.196], [0.015, -0.001, -0.021], [-0.207, -0.099, -0.186], [-0.069, -0.216, 0.113], [0.033, 0.002, 0.012], [-0.185, 0.178, 0.136], [-0.298, 0.013, 0.068], [0.041, -0.052, -0.097], [0.002, 0.013, 0.003], [-0.035, -0.073, 0.061], [-0.007, -0.002, -0.016], [0.411, 0.050, -0.228], [-0.059, 0.004, 0.014], [-0.047, 0.098, -0.112], [0.024, -0.008, -0.002], [0.082, 0.075, -0.192], [0.244, -0.091, -0.054], [0.053, -0.210, 0.109], [0.065, -0.370, -0.003], [0.065, -0.009, -0.076], [0.143, -0.295, 0.104], [0.000, 0.009, -0.002], [-0.311, 0.056, -0.451], [-0.293, 0.038, 0.188], [-0.220, -0.057, 0.032], [0.040, 0.030, -0.003], [0.179, -0.571, 0.501], [-0.199, 0.046, -0.147], [0.034, 0.009, 0.060], [0.167, -0.169, 0.118], [-0.065, 0.348, 0.015], [-0.050, 0.005, -0.009], [0.013, 0.091, -0.011], [-0.092, -0.017, 0.051], [0.088, 0.068, 0.005], [0.278, -0.100, -0.202], [0.040, 0.212, 0.244], [0.131, 0.130, -0.058], [0.084, 0.056, 0.070], [0.075, 0.042, -0.032], [-0.849, 0.186, 0.568], [-0.014, -0.012, -0.009], [0.212, -0.016, -0.093], [-0.129, 0.075, 0.103], [-0.009, 0.032, -0.013], [-0.045, -0.065, -0.069], [-0.033, 0.064, 0.001], [-0.154, 0.074, 0.138], [0.042, -0.015, 0.028], [-0.067, -0.068, 0.041]]}


{"formula": "C11H16ClN3O6S", "method": "ωB97M-V/def2-TZVPD", "total_charge": 0, "homo_energy_ev": -8.6, "smiles": "CSc1nc(N[C@@H]2O[C@H](CO)[C@@H](O)[C@H](O)[C@H]2O)c(Cl)c(=O)[nH]1", "multiplicity": 1, "elements": ["H", "S", "H", "C", "H", "H", "H", "C", "H", "H", "H", "H", "C", "C", "C", "Cl", "O", "O", "N", "H", "H", "C", "H", "O", "N", "C", "O", "C", "C", "C", "O", "H", "C", "H", "H", "H", "N", "O"], "coordinates": [[-0.84384, -0.96103, 3.31626], [2.47645, 3.78186, 1.13215], [-0.29404, -4.02150, -2.56730], [-0.25560, -1.81964, 1.59772], [1.64686, 5.32836, -1.13682], [-0.71292, -4.88288, -1.09393], [0.71630, 2.71793, 2.47872], [-0.76644, -3.91562, -1.57647], [-1.81471, -0.47919, 0.79462], [-0.55921, -3.90672, 2.32687], [-2.18952, -2.61326, -1.88559], [0.85581, -1.85293, 1.73060], [1.41265, 3.49011, -0.21286], [1.80327, 2.68563, 2.44540], [-0.06061, -0.48662, -0.45967], [-1.31963, 2.42577, -3.58495], [-0.91859, -1.82296, 2.86856], [-0.46912, -1.57429, -1.26014], [-0.56812, 0.69748, -1.19146], [-1.78050, -2.96216, 0.67224], [1.04913, -0.48103, -0.32480], [0.40973, 4.13980, -2.25512], [2.17361, 3.08062, 3.41005], [-0.25040, 0.60158, 1.66596], [1.23563, 4.41507, -1.19401], [-0.72666, -0.54974, 0.92876], [0.36335, 4.96210, -3.14326], [-0.23492, 2.81302, -2.27094], [-0.69508, -2.95669, 0.68573], [0.01719, 1.93676, -1.23702], [-0.31615, -4.11798, 1.39322], [2.11590, 1.66488, 2.26498], [-0.08930, -2.85478, -0.69665], [-0.05101, 1.34913, 1.05094], [0.97727, -2.99469, -0.70764], [-1.01584, 0.42630, -2.04164], [0.83923, 2.30552, -0.19280], [-2.16016, -3.56822, -1.72967]], "forces_ev_per_a": [[0.240, -0.377, -0.623], [0.198, 0.789, 0.660], [-0.002, 0.293, 0.294], [-0.585, 2.135, -0.069], [0.129, 0.263, -0.100], [-0.062, -0.132, 0.241], [0.082, 0.160, -0.145], [-0.680, 0.747, -0.559], [0.178, -0.374, 0.176], [0.282, -0.542, -0.891], [0.042, -0.220, -0.051], [-0.724, 0.146, -0.147], [-0.580, -1.346, 0.437], [0.081, 0.413, -0.058], [-0.394, 0.664, 0.103], [0.594, 0.180, 0.567], [0.110, -1.099, 0.130], [0.594, -0.403, 0.220], [0.967, -0.199, 0.630], [-0.301, 0.301, -0.645], [-0.603, 0.218, -0.225], [-0.659, -0.755, -2.049], [0.076, -0.201, -0.649], [-0.524, -0.655, -0.058], [0.423, -1.603, 2.138], [1.815, 1.594, -0.909], [-0.527, 0.300, -0.335], [0.310, 0.763, 0.447], [0.049, 0.169, 2.548], [-0.218, 0.301, -0.665], [0.185, -0.704, 0.559], [0.077, -0.043, 0.116], [-1.471, -0.313, -0.489], [0.024, -0.674, 0.456], [0.643, 0.113, 0.168], [-0.341, -0.057, -0.477], [-0.139, 0.491, -0.791], [0.710, -0.345, 0.045]]}


| no. | molecular weight (g mol⁻¹) |
| --- | --- |
| 1 | 513.5 |
| 2 | 353.8 |